C7H13N | ωB97M-V/def2-TZVPD

Structure (ORCA input):
```
! wB97M-V def2-TZVPD RIJCOSX def2/J DEFGRID3
* xyz 0 1
C 1.23774 -0.99493 -2.10629
C 0.34686 0.16556 -1.82168
C 0.79544 1.35420 -1.43953
C -0.07978 2.54260 -1.14968
H 0.96591 -1.88046 -1.52918
H 1.16944 -1.32672 -3.14555
H 2.28513 -0.76303 -1.91632
H -0.71807 0.08206 -2.02641
H 1.86416 1.55696 -1.43134
H -1.11813 2.28171 -1.36066
H 0.16950 3.38768 -1.79305
H 0.04043 2.85161 -0.11132
C -1.08650 0.02203 1.37932
C -1.17502 -1.31931 1.42862
N -1.16042 -2.06656 2.62047
C -0.26833 -1.77681 3.46285
H -1.53277 0.61999 2.16609
H -0.63586 0.50766 0.52765
H -1.36342 -1.93114 0.55373
H -0.15937 -2.37272 4.36482
H 0.42307 -0.94037 3.32747
*
```

Results
E_HOMO (eV): -8.80
E_LUMO (eV): 0.83
Gap between HOMO and LUMO (eV): 9.63
SMILES string: C/C=C/C.C=CN=C



C7H13N | ωB97M-V/def2-TZVPD

Structure (ORCA input):
```
! wB97M-V def2-TZVPD RIJCOSX def2/J DEFGRID3
* xyz 0 1
C -1.42974 -0.82611 0.28956
C -0.84062 -1.17369 -1.19067
C -0.07589 -0.07983 -1.88779
C 0.82392 0.27693 -0.55845
C 1.82919 0.63998 0.56254
C 0.39369 0.77399 1.33966
C -0.35407 -0.53528 1.34568
H -2.12431 -0.05464 0.28615
H -1.91363 -1.74427 0.72696
H -0.10904 -2.06640 -1.15140
H -1.72687 -1.62470 -1.88823
H 0.55415 -0.72269 -2.69931
H -0.50732 0.80603 -2.38858
H 0.57509 -0.72173 -0.15759
H 2.52192 -0.12578 0.73182
H 2.24564 1.67084 0.49093
H 0.24421 1.42707 2.26481
H -0.90419 -0.70172 2.42558
H 0.62354 -1.25993 1.47621
H 0.27311 2.02344 -0.06933
N -0.26159 1.23407 0.07841
*
```

Results
E_HOMO (eV): -9.18
E_LUMO (eV): 1.05
Gap between HOMO and LUMO (eV): 10.23



C7H13N | ωB97M-V/def2-TZVPD

Structure (ORCA input):
```
! wB97M-V def2-TZVPD RIJCOSX def2/J DEFGRID3
* xyz 1 2
C 1.10400 -0.30577 -1.24242
C 0.70891 1.17746 -0.82341
C 0.26464 1.06089 0.63552
C 0.93394 1.74192 1.60348
C -2.45159 -1.59020 0.07309
C -1.64693 -0.31391 -0.31839
C -0.79330 0.03526 0.69772
N 2.06153 -0.82613 -0.32043
H 0.37210 -1.04971 -1.52886
H 1.73694 -0.10415 -2.18110
H -0.16808 1.55570 -1.40145
H 1.57011 1.76866 -0.72458
H 1.71379 2.53651 1.29453
H 0.84619 1.52696 2.65852
H -3.18278 -1.84638 -0.64654
H -2.86298 -1.31793 0.99779
H -1.66542 -2.52949 0.25648
H -1.76023 0.22202 -1.22987
H -1.03690 -0.40221 1.71564
H 2.66958 -0.18363 0.00816
H 1.58648 -1.15587 0.47610
*
```

Results
E_HOMO (spin up / spin down) (eV): -13.22 / -13.16
E_LUMO (spin up / spin down) (eV): -5.05 / -7.99
Gap between HOMO and LUMO (spin up / spin down) (eV): 8.17 / 5.17
<S²>: 0.791



C7H13N | ωB97M-V/def2-TZVPD

Structure (ORCA input):
```
! wB97M-V def2-TZVPD RIJCOSX def2/J DEFGRID3
* xyz 1 2
C -2.29801 0.40599 0.71412
C -0.87541 -0.24840 1.07379
C 0.14440 -0.18560 -0.03497
C 0.88837 -1.32178 -0.59806
C 2.28359 -1.60592 -0.17964
C 1.92417 1.53845 -0.83045
C 0.83993 1.01127 -0.10180
N -2.69318 0.10777 -0.66078
H -3.09404 0.22633 1.47724
H -2.25120 1.54357 1.04763
H -0.57905 0.39020 1.91220
H -1.16266 -1.26150 1.45952
H 0.24496 -2.00683 -1.18724
H 2.56801 -2.67177 -0.27529
H 1.89282 -0.76215 -1.07805
H 2.72108 -1.18420 0.72019
H 2.51876 1.05858 -1.55223
H 2.16728 2.57367 -0.55736
H 0.74539 1.61813 0.83669
H -2.27054 0.68130 -1.43655
H -3.71467 0.09291 -0.74898
*
```

Results
E_HOMO (spin up / spin down) (eV): -12.33 / -12.51
E_LUMO (spin up / spin down) (eV): -6.13 / -5.95
Gap between HOMO and LUMO (spin up / spin down) (eV): 6.20 / 6.56
<S²>: 0.796



C7H13N2 | ωB97M-V/def2-TZVPD

Structure (ORCA input):
```
! wB97M-V def2-TZVPD RIJCOSX def2/J DEFGRID3
* xyz 1 1
C 1.44970 -0.24860 1.33151
C 0.56984 -0.84123 0.22727
C 1.09097 -2.08794 -0.40198
C -0.85481 -0.99860 0.90853
C -1.42690 0.11165 0.18000
N -1.90388 1.25304 -0.01731
C -1.24216 2.03051 -1.08944
C 0.19763 1.47176 -1.08595
N 0.01720 0.04629 -0.82591
H 2.24672 0.24687 0.81595
H 1.86942 -1.03284 1.82234
H 1.05140 0.42030 1.99330
H 0.84024 -2.98198 0.18394
H 2.22657 -2.16481 -0.35349
H 0.49192 -2.27625 -1.41806
H -1.04094 -1.01742 1.90261
H -1.25288 -1.84077 0.50139
H -2.71494 1.60332 0.60371
H -1.25713 3.13686 -0.91737
H -1.93767 1.79189 -1.88835
H 0.61548 1.48599 -2.06534
H 0.96421 1.89196 -0.40735
*
```

Results
E_HOMO (eV): -13.62
E_LUMO (eV): -3.96
Gap between HOMO and LUMO (eV): 9.66
SMILES string: CC1(C)CC2=[NH+]CCN21



C7H13N2O3 | ωB97M-V/def2-TZVPD

Structure (ORCA input):
```
! wB97M-V def2-TZVPD RIJCOSX def2/J DEFGRID3
* xyz -1 1
C 1.08229 -0.94414 2.84962
C 0.49363 -1.14450 1.47036
C 0.15481 -0.05160 0.64973
C 0.81299 1.35512 1.03097
O 2.03763 1.53032 0.49497
N -0.45108 -0.22300 -0.46538
C -0.72659 0.73580 -1.52159
C -2.15540 0.96298 -1.78407
C -0.19611 0.10325 -2.75182
N 0.08000 -2.42052 1.16778
O 0.09708 -3.17381 2.21318
O -0.17512 -2.80401 0.01521
H 1.96960 -0.25283 3.06582
H 1.20175 -1.98756 3.16621
H 0.24491 -0.45618 3.41833
H 0.71788 1.42193 2.12899
H 0.16600 2.00915 0.59059
H 2.42117 0.69186 0.50360
H -0.24312 1.69704 -1.34891
H -2.78204 0.03073 -2.02863
H -2.48062 1.48349 -0.95071
H -2.11190 1.71545 -2.65787
H -0.77452 -0.71749 -2.95430
H 0.83669 -0.29041 -2.57634
H -0.21992 0.72893 -3.72575
*
```

Results
E_HOMO (eV): -3.08
E_LUMO (eV): 3.56
Gap between HOMO and LUMO (eV): 6.64
SMILES string: CC(/C(CO)=N/C(C)C)=[N+]([O-])[O-]



C7H13N2OS | ωB97M-V/def2-TZVPD

Structure (ORCA input):
```
! wB97M-V def2-TZVPD RIJCOSX def2/J DEFGRID3
* xyz 1 1
C -1.43206 -1.92872 -0.07034
C -0.39221 -1.12085 0.31012
C -1.81831 0.28694 0.17732
C 3.06618 1.08362 -1.15175
C -2.50213 1.56658 0.23004
C -3.75210 -1.10968 -0.57101
C 4.07072 0.19953 1.42943
N -2.35436 -0.91761 -0.22304
N -0.53179 0.13155 0.51102
O 2.85710 -1.63378 -0.44544
S 2.70800 -0.31783 0.19329
H -1.56874 -2.95266 0.00419
H 3.08551 1.92067 -0.48065
H 2.14674 1.02680 -1.86601
H -2.45284 2.06354 -0.74343
H -3.45915 1.50602 0.54809
H -2.07003 2.14890 1.01357
H -4.53385 -0.49080 -0.24723
H -3.71677 -0.97982 -1.72536
H -4.21634 -2.15322 -0.43773
H 4.85613 0.77121 0.92504
H 3.56183 0.93222 2.06727
H 4.34393 -0.80966 1.94428
H 4.10454 0.77704 -1.39163
*
```

Results
E_HOMO (spin up / spin down) (eV): -11.89 / -12.88
E_LUMO (spin up / spin down) (eV): -7.34 / -5.24
Gap between HOMO and LUMO (spin up / spin down) (eV): 4.55 / 7.64



C7H13N2S | ωB97M-V/def2-TZVPD

Structure (ORCA input):
```
! wB97M-V def2-TZVPD RIJCOSX def2/J DEFGRID3
* xyz 1 1
C 2.46226 -2.99871 -0.62756
C 1.28321 -3.69511 -0.39681
C 1.13105 -1.13243 -0.14056
C 0.09649 1.71387 -0.50271
C 0.93259 1.11687 1.91413
C -2.06802 0.03661 -0.12248
C -0.03618 0.94695 0.76318
N 2.33648 -1.62698 -0.51265
N -1.03198 0.12013 0.87318
S 0.07393 -2.49326 0.06106
H 3.34508 -3.38282 -0.93861
H 1.20520 -4.74012 -0.07627
H -0.54964 2.58215 -0.74354
H 1.09621 2.05282 -0.55993
H -0.15107 1.09467 -1.34904
H 1.96808 1.64943 1.77395
H 0.45374 1.84250 2.59748
H 1.11211 0.15456 2.55813
H -2.74658 -0.76192 0.27811
H -2.63243 0.86109 -0.28596
H -1.49711 -0.32833 -0.91895
H -1.34539 -0.41996 1.71413
H 3.10381 -1.11755 -0.99049
*
```

Results
E_HOMO (eV): -12.63
E_LUMO (eV): -3.38
Gap between HOMO and LUMO (eV): 9.25



In kcal/mol, the energy above the lowest of the compared OMol25 structures with the same formula, charge and spin values for the records above are, in order, 64.0; 154.9; 71.1; 117.8; 107.2; 164.1; 162.2; 79.7.
In eV, the calculated total energy values for the records above are, in order, -8957.156; -8953.215; -8948.601; -8946.576; -10439.550; -16588.528; -23319.399; -21276.193.